Record 1
Entry from OMol25: a cluster of 2 separate species, C30H30BClF6O2S in total (ωB97M-V with the def2-TZVPD basis set).

Each line ends with the Löwdin charge.
CARTESIAN COORDINATES (ANGSTROEM)
C  2.8305  0.7419  2.8778  -0.10
C  0.0432  2.8638  -3.0167  -0.02
H  3.0501  -2.6937  0.5706  0.12
H  0.1275  -3.0688  4.5820  0.12
C  2.1631  -4.0213  2.0179  -0.08
H  1.9000  1.3028  3.0259  0.12
F  -0.8382  -4.5309  -1.8579  0.13
H  1.4028  0.9447  0.4087  0.08
C  1.3891  -4.1108  3.1820  -0.64
H  0.6478  -0.8127  3.6182  0.13
O  -1.0175  1.9297  -0.2610  0.06
C  3.6094  -0.1259  0.7954  -0.02
F  -3.4210  -2.9333  3.3459  0.11
C  1.1673  2.0002  0.6072  -0.02
H  -5.2990  2.2490  -2.8064  0.10
F  0.9143  -4.3333  -0.5597  0.09
H  3.1074  0.3416  3.8715  0.14
H  -3.6911  2.0441  -0.7309  0.10
H  -0.5462  4.4749  -1.0391  0.09
S  -2.2993  0.3997  -3.6517  1.06
C  -0.4645  -4.3258  -0.5613  -0.51
F  -4.2669  -1.0363  2.6176  0.12
C  4.3094  1.0569  1.0036  0.04
B  -0.9350  0.7301  -1.0459  -0.95
C  -1.7801  -3.0287  1.1343  0.03
C  -4.3420  1.7284  -2.8296  -0.15
H  -0.0933  -1.8945  -1.6004  0.14
H  2.1107  2.5559  0.6702  0.09
C  0.1216  4.0427  -0.2909  0.00
O  0.1678  0.6957  -1.9499  0.03
C  -3.4492  1.6139  -1.6981  -0.14
H  2.6535  1.1873  -1.4982  0.06
C  2.4544  -2.7776  1.4787  0.02
F  -2.4130  -1.0316  3.8077  0.09
H  -0.2720  4.2686  0.7078  0.09
H  3.7501  -0.8140  -0.0392  0.13
C  -1.2180  -0.6627  -0.2411  -0.04
H  2.3423  1.5571  -3.2025  0.09
Cl  1.1364  -5.6402  3.9076  0.75
C  -2.2719  -1.8081  1.5762  -0.12
H  0.1206  2.3462  -3.9797  0.09
C  -2.0066  -0.6259  0.8911  0.05
C  0.6866  2.0187  -1.9212  -0.47
H  5.0650  1.4746  0.3362  0.13
H  -2.4332  0.3132  1.2347  0.14
C  2.6418  -0.3279  1.8246  -0.08
H  3.7173  2.7230  2.3089  0.13
C  1.1091  -1.7162  3.2091  0.02
H  2.5458  -4.9316  1.5684  0.12
H  -4.7508  0.0189  -5.5638  0.07
C  0.2425  2.5404  -0.4595  -0.47
F  -0.8608  -5.4145  0.1579  0.11
H  2.6654  2.8853  -2.0637  0.09
C  -0.9966  -3.0353  -0.0089  -0.12
C  -3.0967  -1.7162  2.8266  -0.52
C  -3.8588  1.1199  -3.9698  -0.60
C  0.8006  -2.9609  3.7349  -0.07
H  -2.0086  -3.9433  1.6653  0.13
C  -0.7022  -1.8612  -0.7006  0.05
H  0.5745  3.8215  -3.0972  0.09
H  1.1117  4.5032  -0.3795  0.09
H  -5.4260  1.6379  -5.2869  0.07
H  0.6766  2.0327  1.5900  0.10
H  4.8514  1.5792  3.0224  0.13
C  2.1836  1.9065  -2.1753  -0.01
H  -3.8367  1.4590  -6.0702  0.07
C  -2.3001  0.9008  -1.9838  -0.37
C  2.0342  -1.5950  2.1376  -0.15
H  -1.0169  3.0585  -2.8128  0.09
C  -4.5037  1.0532  -5.3033  -0.13
C  3.9902  1.6563  2.3421  -0.14

Calculated values
E_tot, eV: -76031.3676
Net charge: 0
ΔE to the lowest compared entry with this formula, charge and spin, kcal/mol: 2.5
Lowest unoccupied orbital energy, eV: -3.3539
HOMO-LUMO gap, eV: 3.223

Record 2
Entry from OMol25: a structure of composition C30H30BrN3O3PPb (ωB97M-V with the def2-TZVPD basis set).

Each line ends with the Löwdin charge.
CARTESIAN COORDINATES (ANGSTROEM)
C  4.7453  -5.1456  0.2662  -0.11
C  -4.6523  3.4318  2.1019  -0.11
C  3.6258  -3.0260  0.3139  -0.04
C  -1.8046  -0.2383  -0.2148  -0.33
N  -0.3161  0.7424  2.9976  0.17
C  4.7520  -3.7887  0.5469  -0.09
H  -2.7012  -3.6824  -2.6976  0.10
H  -2.3990  -1.0819  -0.5725  0.01
H  -2.5180  3.5767  2.2138  0.09
H  3.9960  2.9836  1.2548  0.11
H  3.6106  -1.9640  0.5099  0.10
C  -4.2826  3.3232  -0.6320  -0.11
H  -3.6579  -4.7373  -0.6862  0.09
H  0.0139  -4.0788  1.3981  0.12
C  5.0687  1.3308  0.3681  -0.06
C  -1.8828  -4.4630  0.4838  -0.09
C  -5.7524  3.3095  1.2648  -0.12
H  -4.7944  3.4614  3.1760  0.09
C  2.9462  2.1326  -0.3905  -0.19
H  -2.3131  -4.9102  1.3719  0.10
H  -1.6138  5.7176  -0.6820  0.03
C  4.0134  2.2142  0.5003  0.00
C  1.8101  3.1584  -0.3496  -0.65
H  5.6441  -3.3280  0.9464  0.10
H  -1.1454  0.6138  3.5500  0.09
C  -3.1685  3.4527  0.1880  -0.39
N  1.4684  -1.5245  -0.8063  -0.07
P  -1.4007  3.2889  -0.3611  0.93
Pb  0.2041  0.2090  -1.5026  1.21
C  1.3160  -2.7371  -0.5599  -0.40
H  -0.7250  3.4551  -2.6681  0.03
H  -6.4104  3.1505  -0.7665  0.09
H  1.5659  -5.4451  -0.8296  0.11
C  -0.0295  -3.3937  -0.6295  -0.21
H  3.5825  -6.8033  -0.4198  0.09
C  3.5915  -5.7406  -0.2134  -0.10
N  2.9101  1.2150  -1.3462  0.04
C  -3.3821  3.4952  1.5646  -0.13
C  -2.1028  -3.7677  -1.7992  -0.10
C  3.8989  0.3689  -1.4402  -0.76
O  0.7870  2.8553  -1.0100  -0.30
H  -2.4484  0.6447  -0.2638  0.00
C  -1.6949  3.3782  -2.1883  -0.28
C  -2.6438  -4.3594  -0.6684  -0.11
Br  3.8135  -0.8580  -2.8852  0.72
H  -4.1622  3.2763  -1.7030  0.08
H  -2.1828  2.4645  -2.5240  0.02
H  -2.3071  4.2422  -2.4466  0.03
C  -0.8126  -3.2735  -1.7723  -0.06
C  -0.5798  -3.9977  0.4970  -0.06
H  -2.3056  -0.3464  1.9197  0.10
H  -1.0947  -1.5196  1.3475  0.10
C  -5.5588  3.2553  -0.1038  -0.11
H  0.0747  5.1975  -0.3847  0.01
H  0.3398  1.4477  3.2938  0.11
C  2.4676  -3.6076  -0.1942  -0.17
H  5.8276  -0.3264  -0.8007  0.09
C  -0.3101  0.3929  1.6846  -0.54
C  -1.4488  -0.4886  1.2469  -0.22
H  -6.7501  3.2421  1.6785  0.09
H  -0.3976  -2.7831  -2.6429  0.11
H  5.6411  -5.7331  0.4122  0.09
C  -0.9641  5.0681  -0.0951  -0.25
C  5.0241  0.3728  -0.6348  -0.13
O  0.6175  0.7433  0.9726  -0.05
O  2.0293  4.1991  0.2708  0.00
H  -1.0584  5.3183  0.9602  0.03
H  5.9277  1.3947  1.0249  0.10
C  2.4587  -4.9777  -0.4382  -0.04

Calculated values
E_tot, eV: -126790.7347
Net charge: -1
ΔE to the lowest compared entry with this formula, charge and spin, kcal/mol: 9.7
Lowest unoccupied orbital energy, eV: 2.6638
HOMO-LUMO gap, eV: 6.814